(1)
25
Properties=species:S:1:pos:R:3:forces:R:3 method="wB97M-V/def2-TZVPD" spin_multiplicity=1 homo_ev=-8.59 e_tot_ha=-481.5697 smiles=c1ccc2c(c1)[C@@H]1CCN[C@H]2C1 total_charge=0
C -0.2483 -0.7892 2.9914 1.341 0.743 1.365
C 0.8715 0.1142 2.9964 1.093 -1.148 1.899
C 1.1692 0.8481 1.8654 0.471 2.141 -0.485
C 0.2990 0.6904 0.7749 0.243 -1.007 -2.894
C -0.5838 -0.3747 0.5546 0.389 0.928 6.388
C -0.9324 -0.9942 1.8409 -2.396 -0.940 -3.723
C -1.1624 -0.4447 -0.7899 -2.092 0.701 1.153
C -0.1747 -1.3102 -1.5651 0.882 -1.636 -2.287
C 0.6852 -0.2546 -2.3099 -1.458 -0.904 -6.170
N 1.3277 0.7448 -1.5286 0.036 -2.013 0.320
C 0.3099 1.3117 -0.6163 2.413 5.504 -0.487
C -1.0816 1.1285 -1.1698 -1.286 -1.518 3.122
H -0.5430 -1.2897 3.9467 0.262 0.499 -1.052
H 1.5673 0.1112 3.9417 -1.550 0.314 -1.953
H 1.9838 1.7114 1.7676 -1.769 -2.160 0.577
H -1.9021 -1.5822 1.7678 1.439 0.278 0.619
H -2.2417 -0.7245 -0.6390 1.007 -0.400 -0.897
H -0.6052 -2.0751 -2.3487 0.466 1.688 1.412
H 0.4984 -1.9538 -0.9165 -0.952 0.786 -0.357
H -0.2253 0.3612 -2.9680 3.300 -2.104 1.118
H 1.3812 -0.7160 -3.2827 -1.660 1.191 3.200
H 1.8730 0.2307 -0.8496 1.022 -0.123 -0.218
H 0.7956 2.3863 -0.7461 -2.037 -1.207 1.447
H -1.8884 1.6457 -0.5005 1.520 -0.696 -1.543
H -1.1725 1.2249 -2.2171 -0.683 1.083 -0.557

=====

(2)
92
Properties=species:S:1:pos:R:3:forces:R:3 method="wB97M-V/def2-TZVPD" spin_multiplicity=1 homo_ev=-10.57 e_tot_ha=-9274.1436 total_charge=0
Na 0.0845 3.4731 3.8018 0.007 -0.456 -0.365
As -0.4461 -0.4374 0.7656 0.158 -0.542 -0.380
F -1.4142 0.0779 2.2345 0.724 -0.211 -1.460
F -0.5876 1.1927 0.0559 -0.099 -1.107 0.614
F 0.5984 -0.9640 -0.6306 -1.249 0.828 1.725
F -0.2710 -2.0448 1.4651 -0.013 1.136 -0.279
F -1.9350 -0.9917 -0.0756 1.524 0.853 0.879
F 0.9939 0.1731 1.6842 -0.987 -0.478 -0.752
C -4.1155 -9.2253 4.5620 -0.527 0.543 0.216
C -3.3479 -10.5475 4.3642 -0.374 0.178 0.422
C -2.7905 -11.1114 5.6806 1.400 0.825 0.570
F -3.7527 -11.5489 6.4692 -1.737 -0.641 0.544
F -1.9205 -12.1288 5.5072 0.005 -0.215 -0.697
F -4.2034 -11.4824 3.8279 0.270 0.694 0.202
F -2.3309 -10.3736 3.5232 0.522 0.018 -0.522
O -3.2508 -8.1205 4.9914 -0.830 0.766 0.560
C -3.9601 -6.8966 5.3321 0.269 -3.276 -0.333
C -2.9952 -5.8169 5.8520 0.824 -0.304 -1.315
F -3.6205 -4.8162 6.4504 -1.084 0.592 0.225
F -2.1434 -6.3253 6.7308 0.595 -0.809 0.779
F -4.5882 -6.4890 4.2342 -0.248 0.757 -0.402
F -4.9167 -7.2056 6.2295 0.068 0.337 0.299
H -4.9104 -9.4424 5.2755 0.205 0.148 0.443
H -4.6637 -8.9489 3.6613 0.448 -0.135 -0.363
H -2.2709 -10.3590 6.2739 0.227 0.465 -0.460
H -2.4255 -5.4336 5.0054 -0.026 0.069 -0.187
C 2.7127 8.3202 4.4899 0.319 -0.218 0.383
C 1.7541 8.3290 5.7687 2.214 1.788 -3.035
C 1.0200 9.6903 5.8834 -2.375 -1.110 0.433
F 1.7862 10.6951 6.1919 2.049 1.311 -0.196
F 0.3514 9.9408 4.7322 0.241 0.042 -0.683
F 0.8978 7.3561 5.5946 -1.912 -1.605 0.112
F 2.4053 8.1537 6.8857 1.008 -0.504 1.721
O 3.4286 7.0604 4.2478 0.122 0.128 -0.448
C 4.5568 7.2127 3.4081 -0.579 -1.015 0.650
C 5.1796 5.8163 3.1293 -0.383 -2.564 1.978
F 4.2565 4.9604 2.6108 -0.467 0.441 -1.446
F 6.3628 5.6689 2.4810 -1.066 1.278 -0.311
F 4.2613 7.8855 2.2982 -0.074 0.277 -0.229
F 5.4961 7.8595 4.0898 0.699 1.004 0.155
H 3.4855 9.0776 4.6207 -0.363 0.345 -0.064
H 2.0716 8.4894 3.6247 0.125 0.329 0.087
H 0.2537 9.7112 6.6583 -0.141 -0.904 0.244
H 5.3120 5.3002 4.0802 0.520 0.927 0.646
C -7.7552 -2.1862 -4.5911 -0.709 -1.185 -1.169
C -7.7413 -3.5365 -3.8399 -0.926 0.768 0.824
C -7.5453 -3.3160 -2.3570 2.611 0.941 1.651
F -8.2570 -2.2580 -1.9198 -1.272 0.073 0.048
F -7.7099 -4.3464 -1.4621 -0.390 0.396 -1.466
F -8.9373 -4.1325 -3.9723 -0.725 -0.413 -0.824
F -6.7782 -4.3409 -4.2925 0.259 -0.339 -0.300
O -6.4609 -1.6682 -4.6504 0.661 2.215 0.307
C -6.4650 -0.2404 -4.7852 2.821 -3.208 0.461
C -4.9234 0.0809 -5.0695 0.582 -0.787 1.609
F -4.3517 -0.3651 -6.2241 -1.388 -0.415 0.324
F -4.6683 1.3733 -5.0383 -0.540 1.902 -0.094
F -7.1969 0.1344 -5.7839 -1.533 0.877 -1.049
F -6.9337 0.2360 -3.6118 0.360 0.785 -0.698
H -8.5264 -1.5237 -4.1980 0.291 -0.006 0.389
H -8.0126 -2.3710 -5.6341 -0.516 -0.523 0.009
H -6.5237 -2.9496 -2.2550 0.442 -0.516 0.076
H -4.3760 -0.3312 -4.2217 -0.001 -0.571 -0.075
C 3.0317 4.6328 -4.5422 -0.964 -0.757 -0.820
C 3.9630 5.8093 -4.8250 -0.694 -0.872 1.436
C 5.1758 5.4790 -5.6610 1.117 0.900 -0.600
C 6.4578 5.0528 -4.9268 -0.120 -0.709 0.059
C 6.4919 3.5906 -4.4594 0.092 -0.226 -0.047
C 6.3335 2.4785 -5.5507 0.127 0.901 0.943
H 2.1516 4.7907 -3.9189 0.084 0.841 0.174
H 3.4227 3.7153 -4.1022 0.748 0.146 -0.205
H 2.5918 4.3679 -5.5037 -0.022 -0.454 -0.135
H 3.3642 6.5771 -5.3149 0.076 0.095 0.069
H 4.2407 6.1600 -3.8310 0.434 0.579 -0.114
H 5.4069 6.4050 -6.1875 0.247 0.194 -0.072
H 4.9519 4.8064 -6.4890 -0.188 -0.375 0.174
H 7.3919 5.1738 -5.4754 -0.301 0.135 -0.950
H 6.6851 5.7161 -4.0923 -0.549 0.027 0.409
H 7.4699 3.4951 -3.9878 0.160 -0.379 0.009
H 5.7904 3.4143 -3.6440 -0.278 -0.009 -0.073
H 7.0732 2.6193 -6.3388 -0.023 -0.069 -0.068
H 6.5016 1.5190 -5.0616 0.038 -0.077 -0.174
H 5.3357 2.4580 -5.9891 0.016 0.101 -0.007
C -0.5587 -6.6499 -2.1280 -0.530 0.170 0.438
Cl -2.0331 -7.0683 -1.1481 0.898 0.065 -0.536
Cl -0.9888 -5.2990 -3.2261 0.476 -0.722 0.510
Cl 0.1162 -8.0453 -2.9572 -0.335 -0.081 -0.308
H 0.2433 -6.3946 -1.4354 -0.520 0.589 -0.095
C 6.4064 -1.6911 0.0912 -0.978 0.555 -0.614
Cl 6.3039 -1.4338 1.8047 0.300 0.062 0.762
Cl 5.7608 -3.2423 -0.3524 0.109 -1.002 -0.143
Cl 8.0154 -1.4026 -0.5650 -0.154 0.009 0.095
H 5.6581 -1.0274 -0.3421 0.702 0.378 -0.100

=====

(3)
130
Properties=species:S:1:pos:R:3:forces:R:3 method="wB97M-V/def2-TZVPD" spin_multiplicity=1 homo_ev=-5.69 e_tot_ha=-6061.0367 total_charge=0
C -3.7838 0.1990 6.3343 -0.427 -0.829 0.415
O -4.6563 0.9106 5.4878 0.741 0.519 0.479
C -4.0031 2.0325 4.9153 -0.718 0.462 -0.234
C -5.0541 3.0967 4.5662 0.693 0.082 -0.539
C -4.4381 4.0512 3.5059 -0.520 -0.252 0.172
C -5.0728 3.9471 2.0759 2.716 0.947 0.914
C -4.1276 3.1552 1.2402 -2.573 0.066 -0.543
C -4.3364 3.1844 -0.2623 1.369 -0.759 -0.016
C -3.4926 2.0038 -0.8369 -0.942 1.413 -0.565
C -2.5790 2.5327 -1.9613 0.225 -1.107 0.853
C -2.0533 1.3447 -2.8111 -1.471 1.709 -0.685
C -2.0123 0.0351 -1.9791 -0.213 -1.978 0.826
O -2.8274 -0.8693 -2.2777 0.045 0.835 -0.755
O -1.1948 -0.0421 -1.0368 0.229 0.961 -0.260
C -3.1220 1.2096 -3.9521 0.418 -1.976 -0.360
C -2.3234 0.3840 -4.9292 -0.288 0.937 0.766
N -1.0731 0.5768 -4.7491 -0.009 -0.261 -1.135
C -0.1175 -0.1861 -5.5641 -0.071 -0.310 -0.291
C 0.1039 -1.6526 -5.0977 1.349 -0.355 0.031
C 1.4898 -1.9157 -4.4705 -0.980 -0.290 0.097
F -0.8291 -2.0871 -4.1871 -0.456 0.295 -0.219
C -0.7837 1.6002 -3.6573 0.389 -1.186 0.313
C 0.5510 1.1187 -3.0702 -0.207 1.094 0.980
C 0.9571 1.8266 -1.7609 1.567 0.277 0.181
C 2.5005 1.9492 -1.6958 -0.107 -0.726 -0.060
C 3.1663 0.5734 -1.4662 -0.553 0.496 -0.318
S 3.3879 0.2080 0.2835 2.256 0.398 1.008
O 3.7493 1.4029 0.9947 -2.626 -0.405 -0.731
O 4.3846 -0.8064 0.4275 -0.409 -1.180 -0.666
Cl 1.6330 -0.6226 1.0195 0.070 0.322 -0.493
C -0.7589 2.9805 -4.3667 0.581 -0.213 -0.798
O 0.1470 3.9180 -3.7707 -0.510 -0.126 1.029
C -0.4666 5.0054 -3.2147 -0.583 1.341 -0.057
C -0.2868 5.3247 -1.7449 0.773 -0.575 -0.185
O -1.1255 5.7632 -3.9050 0.211 -0.865 0.102
H -3.4050 -0.7094 5.8466 0.176 0.229 -0.053
H -4.3565 -0.1366 7.2094 0.029 0.046 -0.106
H -2.9486 0.8027 6.7060 -0.043 -0.025 -0.188
H -3.4584 1.7413 4.0060 -0.022 -0.065 0.116
H -3.2810 2.4827 5.6129 0.002 -0.230 -0.042
H -5.3322 3.6805 5.4459 -0.214 -0.358 0.046
H -5.9139 2.5643 4.1534 -0.120 0.230 0.168
H -3.3879 3.7496 3.4110 -0.081 0.256 -0.020
H -4.4162 5.0956 3.8286 -0.282 -0.120 0.058
H -6.0733 3.3545 2.1501 -1.160 -0.656 -1.275
H -5.3305 4.9301 1.6768 -0.064 -0.159 -0.126
H -3.0674 3.6149 1.4210 0.871 -0.795 -0.033
H -4.1111 2.1386 1.6373 0.424 0.052 -0.095
H -5.3880 3.1044 -0.5611 -0.020 -0.051 0.486
H -3.9624 4.1254 -0.6863 -0.147 0.054 0.204
H -4.2151 1.2724 -1.2068 0.413 -0.298 0.001
H -2.8904 1.5821 -0.0399 -0.171 -0.363 -0.186
H -3.2097 3.2089 -2.5461 0.461 0.131 -0.180
H -1.7637 3.0691 -1.4702 -0.094 0.125 -0.119
H -3.9636 0.5702 -3.6748 -0.032 0.373 0.365
H -3.4721 2.1482 -4.3855 0.103 -0.048 -0.059
H -2.6594 -0.3136 -5.6884 -0.110 0.044 0.103
H -0.5278 -0.2240 -6.5756 -0.056 0.104 0.119
H 0.8570 0.2884 -5.6600 -0.203 0.298 0.293
H 0.0212 -2.2892 -5.9859 -0.174 0.151 0.017
H 1.7292 -2.9649 -4.6573 0.330 0.194 -0.103
H 1.3586 -1.8338 -3.3883 0.282 0.262 -0.076
H 2.2579 -1.2445 -4.8525 0.068 -0.172 0.060
H 1.3485 1.3058 -3.8002 -0.133 -0.125 -0.043
H 0.4638 0.0560 -2.8413 -0.069 0.068 -0.228
H 0.6679 1.2729 -0.8682 -0.518 0.011 -0.316
H 0.5925 2.8441 -1.6777 -0.313 -0.235 -0.148
H 2.9135 2.3070 -2.6464 -0.152 0.232 0.120
H 2.8284 2.6195 -0.8980 -0.046 0.019 -0.117
H 2.6253 -0.2357 -1.9629 -0.018 -0.069 0.310
H 4.1752 0.5822 -1.8868 0.127 -0.141 0.545
H -0.3963 2.8148 -5.3893 0.020 0.061 0.128
H -1.7478 3.4306 -4.4633 0.038 -0.068 0.167
H 0.6416 5.8995 -1.6498 -0.093 -0.036 0.053
H -1.1111 5.9338 -1.3751 -0.013 0.018 -0.294
H -0.1929 4.4392 -1.1171 0.048 0.110 -0.061
F -7.2772 2.9199 1.2426 0.851 0.286 0.842
Be -3.2503 6.2817 -2.9946 -0.171 0.105 -0.065
O -1.4066 2.6566 1.4874 -0.682 0.847 0.127
H -1.4064 1.8851 0.8936 -0.122 -0.006 -0.032
C 2.2690 -6.4297 -9.7699 0.130 -0.091 -0.463
O 1.9530 -7.0950 -8.5262 0.006 0.441 0.057
P 1.9257 -6.2383 -7.2102 -0.498 -0.754 -0.327
O 2.2782 -4.7977 -7.3687 0.507 0.145 0.666
O 2.8687 -7.0154 -6.2155 0.036 0.354 0.113
C 4.2707 -7.0659 -6.5264 0.295 -0.042 -0.065
O 0.4957 -6.5198 -6.6378 0.156 0.087 0.118
C 0.2384 -6.1934 -5.2576 -0.097 0.033 0.306
H 3.3488 -6.3092 -9.8569 -0.016 0.013 0.037
H 1.9193 -7.0569 -10.5869 -0.026 -0.213 0.184
H 1.7805 -5.4678 -9.8393 -0.010 -0.075 -0.071
H 4.6319 -6.0949 -6.8662 -0.057 0.014 0.021
H 4.4463 -7.8183 -7.2950 -0.051 0.016 -0.009
H 4.8047 -7.3455 -5.6232 -0.130 -0.001 0.058
H 0.5884 -5.1879 -5.0230 -0.006 -0.005 -0.039
H 0.7297 -6.9175 -4.6100 0.051 0.018 -0.051
H -0.8337 -6.2450 -5.0954 -0.011 0.008 -0.178
C -1.0107 -1.0529 8.8113 -0.009 0.011 -0.013
C -1.5529 -2.2400 8.3403 -0.084 -0.027 -0.019
C -0.7342 -3.3347 8.1018 0.036 0.008 0.018
C 0.6306 -3.2438 8.3402 -0.025 0.018 -0.019
C 1.1738 -2.0552 8.8084 0.016 -0.037 -0.029
C 0.3538 -0.9595 9.0408 0.006 0.007 0.029
H -1.6501 -0.1981 8.9932 -0.020 -0.017 -0.010
H -2.6171 -2.3135 8.1558 0.001 0.012 -0.008
H -1.1586 -4.2573 7.7279 -0.004 0.005 0.006
H 1.2704 -4.0977 8.1568 -0.004 0.006 -0.003
H 2.2377 -1.9832 8.9919 -0.017 -0.011 0.037
H 0.7795 -0.0316 9.4008 0.043 -0.020 -0.021
O -0.9136 -5.9361 -13.7888 0.982 0.961 1.389
V -0.0987 -5.0685 -12.6199 -0.818 -0.663 -1.106
O 0.7469 -4.1874 -11.3999 0.232 0.378 0.467
Cl 1.8886 -3.3378 -8.9460 -0.737 -0.547 -1.006
O 3.4211 0.2456 9.4263 0.449 0.849 0.822
C 4.3154 0.0147 8.6339 0.022 0.219 -0.595
O 5.4853 -0.5081 8.9994 -0.232 0.131 0.223
C 6.3773 -0.5649 7.8558 0.303 -0.124 -0.470
C 5.4615 -0.5413 6.6458 -0.035 0.055 -0.132
C 4.2951 0.3023 7.1502 0.140 -0.598 -0.081
H 7.0426 0.2994 7.8944 -0.071 0.028 0.081
H 6.9759 -1.4698 7.9092 -0.071 -0.012 0.275
H 5.9390 -0.1487 5.7514 0.018 0.056 0.032
H 5.1133 -1.5506 6.4237 0.016 0.005 0.001
H 4.4618 1.3705 6.9947 -0.119 0.020 -0.017
H 3.3485 -0.0002 6.7087 -0.123 0.276 0.100
O 3.7265 2.9011 10.8917 0.131 -0.166 -0.041
H 3.9356 2.0068 10.4990 -0.372 -0.537 -0.319
H 4.4267 3.1999 11.5030 -0.023 -0.008 0.009
H 2.8492 2.8971 11.3243 -0.013 -0.091 -0.074
Cl 5.6547 2.6692 1.7198 1.211 0.816 0.503

=====

(4)
11
Properties=species:S:1:pos:R:3:forces:R:3 method="wB97M-V/def2-TZVPD" spin_multiplicity=1 homo_ev=-13.24 e_tot_ha=-495.5711 total_charge=+1
N -2.4803 0.0062 0.9305 0.938 -0.061 0.400
H -2.5322 1.0230 0.8741 0.025 0.080 -0.131
H -1.9652 -0.3649 0.1197 -0.206 0.169 -0.238
H -1.8679 -0.2393 1.7164 -0.218 0.146 0.117
H -3.3996 -0.3881 1.0756 -0.386 -0.272 -0.142
C 1.8102 -0.7417 -0.0724 1.218 -0.550 1.050
S 0.5600 0.4563 -0.5068 -0.492 -0.017 -0.399
H 1.7573 -1.7205 -0.5379 -0.443 0.099 -0.197
H 2.8386 -0.3949 -0.1853 -0.231 0.394 -0.573
H 1.7708 -0.8911 1.0075 -0.389 -0.116 0.008
H 0.2373 -0.0046 -1.7308 0.183 0.126 0.105